[1]
{"formula": "C7H7O6PtS", "method": "ωB97M-V/def2-TZVPD", "elements": ["Pt", "S", "O", "O", "O", "O", "O", "O", "C", "C", "C", "C", "C", "C", "C", "H", "H", "H", "H", "H", "H", "H"], "coordinates": [[-0.34, -1.32, 0.57], [-1.14, 3.07, 2.04], [0.92, -3.42, 2.54], [-0.81, 1.65, 1.62], [-1.57, 0.93, -1.20], [2.70, 2.07, -3.56], [-1.62, -0.30, 3.24], [0.84, -2.85, -1.89], [0.49, -2.64, 1.81], [2.22, 1.44, -2.72], [0.14, 3.53, 3.21], [-0.69, 4.08, 0.63], [-1.14, -0.41, 2.20], [-1.13, 0.05, -0.59], [0.38, -2.30, -0.98], [1.53, 0.68, -1.80], [-1.06, 3.58, -0.27], [-1.17, 5.06, 0.75], [1.10, 3.60, 2.69], [0.41, 4.19, 0.61], [-0.15, 4.48, 3.67], [0.17, 2.74, 3.98]], "spin_multiplicity": 5, "lumo_energy_ev": [-12.4, -15.4], "charge": 3, "e_above_lowest_kj_mol": 0.0, "e_homo_ha": [-0.64714, -0.85288], "e_tot_ev": -33697.41720}

[2]
{"formula": "C7H7O6RhS", "method": "ωB97M-V/def2-TZVPD", "elements": ["Rh", "S", "O", "O", "O", "O", "O", "O", "C", "C", "C", "C", "C", "C", "C", "H", "H", "H", "H", "H", "H", "H"], "coordinates": [[-1.87, 0.46, -0.49], [1.60, -0.61, 1.31], [-1.09, 3.38, -1.30], [-0.19, -0.26, -2.94], [-3.11, 1.16, 2.26], [0.72, 0.45, 0.69], [-1.64, -2.66, -0.14], [-4.89, 0.68, -0.56], [2.48, -1.41, -0.03], [-3.73, 0.58, -0.64], [-1.77, -1.52, -0.28], [-1.30, 0.00, -2.57], [-1.39, 2.31, -1.02], [3.03, 0.19, 2.03], [-2.49, 0.89, 1.33], [-2.18, 0.05, -3.28], [3.70, -0.60, 2.36], [3.48, 0.82, 1.26], [2.69, 0.78, 2.87], [1.79, -2.07, -0.55], [3.30, -1.99, 0.41], [2.86, -0.63, -0.71]], "spin_multiplicity": 5, "lumo_energy_ev": [-7.5, -12.2], "charge": 2, "e_homo_ha": [-0.47492, -0.72292], "e_tot_ev": -33476.34024}

[3]
{"formula": "C7H7O6SV", "method": "ωB97M-V/def2-TZVPD", "elements": ["V", "S", "O", "O", "O", "O", "O", "O", "C", "C", "C", "C", "C", "C", "C", "H", "H", "H", "H", "H", "H", "H"], "coordinates": [[-1.06, 0.32, -0.48], [2.34, -1.72, 2.55], [2.53, 0.35, -0.79], [-4.08, 0.34, -0.82], [0.12, 1.71, -2.92], [1.81, -1.15, 1.23], [0.17, -2.60, -0.55], [-0.01, 1.36, 2.15], [-0.33, 1.23, -1.95], [0.44, -1.44, -0.70], [-2.88, 0.30, -0.72], [2.05, -0.77, -0.72], [2.64, -0.33, 3.64], [0.87, -2.40, 3.31], [-0.35, 1.05, 1.07], [0.56, -3.23, 2.69], [1.91, -0.36, 4.46], [2.57, 0.61, 3.09], [2.17, -1.84, -1.06], [3.64, -0.46, 4.05], [1.15, -2.75, 4.31], [0.13, -1.60, 3.36]], "spin_multiplicity": 3, "lumo_energy_ev": [-11.2, -10.8], "charge": 2, "e_above_lowest_kj_mol": 281.1, "e_homo_ha": [-0.62765, -0.62779], "e_tot_ev": -56154.33338}

[4]
{"formula": "C7H8", "method": "ωB97M-V/def2-TZVPD", "elements": ["C", "C", "C", "C", "C", "C", "C", "H", "H", "H", "H", "H", "H", "H", "H"], "coordinates": [[-0.19, 0.20, 1.21], [-2.39, -1.13, -1.02], [0.43, 1.21, -0.57], [1.17, -0.76, -0.13], [1.19, 0.59, 0.62], [-1.26, -0.72, -1.12], [-0.19, -0.15, -0.35], [-0.20, -0.63, 1.94], [-0.82, 1.03, 1.57], [1.70, -0.87, -1.07], [-3.36, -1.44, -0.78], [0.89, 1.26, -1.55], [2.05, 1.02, 1.12], [-0.22, 2.07, -0.37], [1.19, -1.68, 0.47]], "spin_multiplicity": 1, "lumo_energy_ev": 1.0, "e_above_lowest_kj_mol": 458.2, "e_homo_ha": -0.35647, "e_tot_ev": -7383.99835}

[5]
{"formula": "C7H8", "method": "ωB97M-V/def2-TZVPD", "elements": ["C", "C", "C", "C", "C", "C", "C", "H", "H", "H", "H", "H", "H", "H", "H"], "coordinates": [[2.07, 0.17, 0.06], [-0.72, -1.30, -0.26], [-0.34, 0.54, 0.90], [-0.32, 0.84, -0.63], [0.59, -0.19, -0.03], [-1.48, -0.13, -0.81], [-1.50, -0.43, 0.68], [-2.27, -0.71, 1.39], [2.16, 1.27, 0.23], [-0.06, 1.08, 1.80], [2.58, -0.29, 0.91], [2.63, -0.03, -0.86], [-2.22, -0.13, -1.61], [0.00, 1.64, -1.30], [-1.11, -2.31, -0.48]], "spin_multiplicity": 1, "lumo_energy_ev": 1.2, "e_above_lowest_kj_mol": 533.7, "e_homo_ha": -0.31434, "e_tot_ev": -7383.21529}

[6]
{"formula": "C7H8", "method": "ωB97M-V/def2-TZVPD", "elements": ["C", "C", "C", "C", "C", "C", "C", "H", "H", "H", "H", "H", "H", "H", "H"], "coordinates": [[-0.10, -1.57, -0.51], [-1.43, 0.07, 0.61], [-2.28, 0.28, 1.57], [-0.43, -0.14, -0.18], [2.96, 0.66, -0.11], [1.80, 0.83, -0.40], [0.38, 1.00, -0.75], [-1.72, 0.95, 2.21], [0.75, -1.96, 0.05], [-0.98, -2.19, -0.31], [0.02, 1.95, -0.34], [0.28, 1.04, -1.84], [0.11, -1.63, -1.58], [-3.35, 0.17, 1.46], [3.99, 0.53, 0.13]], "spin_multiplicity": 1, "lumo_energy_ev": 0.9, "e_above_lowest_kj_mol": 420.7, "e_homo_ha": -0.31675, "e_tot_ev": -7384.38636}